(1)
The following is a DFT calculation (the ωB97M-V functional and the def2-TZVPD basis) of a cluster of 10 separate species, C27H63N10O12 in total in a non-equilibrium geometry.

Calculated values
ΔE to the lowest compared entry with this formula, charge and spin (eV): 1.5919
Total charge: -2
Orbital gap (alpha / beta) (eV): 1.576 / 7.060
2S+1: 2
E_HOMO (alpha / beta) (eV): 2.4 / -3.2
E (eV): -68488.5135

XYZ file:
```
112
Properties=species:S:1:pos:R:3:forces:R:3
N 1.623667 -6.687419 -19.866671 3.10 -1.36 0.27
O 1.445717 -7.752931 -20.461589 -1.49 -0.88 -1.00
O 1.652719 -5.625077 -20.475090 -1.13 2.83 -2.10
O 2.071007 -6.689547 -18.740366 -0.49 -0.08 2.37
C 2.661280 -12.112001 -23.312144 0.83 0.33 0.16
C 2.597099 -10.926041 -22.327869 0.68 -2.28 2.04
O 3.000214 -11.000069 -21.183718 0.80 -1.19 0.02
N 2.068719 -9.802863 -22.711208 -1.07 3.19 -2.66
C 1.175172 -9.608578 -23.838608 0.23 -0.60 0.00
H 1.687381 -12.542240 -23.545611 0.02 0.28 -0.33
H 3.302624 -12.915192 -22.949286 -0.27 0.14 0.73
H 3.246006 -11.776446 -24.168653 -0.62 0.10 -0.65
H 2.042700 -9.023376 -22.069471 0.19 -0.23 0.84
H 1.167114 -8.586750 -24.217937 -0.21 0.18 0.58
H 0.212578 -9.958410 -23.465595 -0.55 0.35 -0.71
H 1.475526 -10.176034 -24.719453 0.00 -0.41 0.14
C -1.563054 -8.995445 -16.046076 0.35 -0.68 0.86
C -0.953504 -8.304380 -17.244487 1.66 -3.02 -1.20
O 0.035106 -8.717814 -17.869409 -1.55 1.31 1.78
N -1.767626 -7.345610 -17.641764 -1.72 2.85 -1.30
C -1.545923 -6.485258 -18.797053 0.12 -0.56 -0.44
H -1.653975 -10.067248 -16.222348 0.12 -0.01 -0.13
H -2.539151 -8.606487 -15.756146 -0.01 0.11 -0.16
H -0.929811 -8.879381 -15.166516 0.20 0.02 -0.03
H -2.752069 -7.498091 -17.475224 0.24 0.21 0.52
H -2.387911 -5.809707 -18.947989 0.04 0.14 0.47
H -1.532018 -7.089823 -19.703922 0.37 0.02 -0.17
H -0.615717 -5.923271 -18.713447 -0.09 -0.15 0.02
C -0.802516 -3.003161 -18.692046 0.74 -0.33 0.67
C -2.054475 -2.756206 -19.454632 -0.09 -1.29 -0.28
O -2.061915 -2.804441 -20.671343 -0.37 0.55 -0.64
N -3.158650 -2.653084 -18.688720 0.94 -0.28 0.25
C -4.479142 -2.405936 -19.183419 0.59 0.06 -0.11
H -0.191096 -3.780714 -19.149972 0.09 0.39 -0.59
H -0.978355 -3.431344 -17.705214 -0.23 0.44 0.35
H -0.250631 -2.066676 -18.611274 0.19 -0.12 0.08
H -2.961104 -2.694921 -17.699116 -0.50 0.07 0.11
H -4.564434 -1.319346 -19.196401 -1.03 0.06 0.09
H -5.164343 -2.975495 -18.555568 -0.38 0.50 -0.01
H -4.559194 -2.759229 -20.211463 0.09 -0.06 0.06
C -1.711707 -11.917042 -20.610113 -0.26 0.64 -0.79
C -0.873263 -10.631249 -20.361646 0.97 -1.77 -0.23
O 0.173989 -10.725254 -19.763849 -0.20 -0.49 0.36
N -1.246718 -9.461457 -20.892871 -1.93 0.82 -0.93
C -2.324119 -9.311541 -21.902932 0.76 -0.47 0.42
H -1.054898 -12.758032 -20.832460 0.22 0.07 0.85
H -2.329281 -11.906811 -21.508221 -0.24 0.52 -0.11
H -2.407132 -12.067833 -19.784429 0.30 -0.30 0.18
H -0.643917 -8.708128 -20.594176 0.27 0.34 -0.24
H -3.264045 -9.766405 -21.590327 -0.04 0.16 0.35
H -2.035096 -9.865164 -22.796285 0.03 0.14 -0.31
H -2.521526 -8.279817 -22.193916 0.31 0.01 0.32
C 7.348313 -7.491909 -18.664415 1.16 1.01 -0.42
C 6.037767 -7.056224 -18.032460 -1.51 -3.13 -0.06
O 5.176181 -7.910404 -17.804553 1.59 1.04 0.00
N 5.807338 -5.768227 -17.764749 0.00 1.85 0.31
C 4.554694 -5.284910 -17.199519 -0.14 0.20 0.38
H 8.032903 -6.679252 -18.907346 -0.22 0.73 -0.13
H 7.203922 -7.989868 -19.623209 -0.38 -0.32 0.31
H 8.025505 -8.065669 -18.031717 -0.74 -0.57 0.31
H 6.399048 -5.017570 -18.091118 0.29 -0.55 -0.06
H 3.996762 -4.712649 -17.940677 -0.22 -0.24 -0.05
H 4.768305 -4.619074 -16.363371 0.22 0.20 0.06
H 3.935842 -6.077309 -16.778530 0.20 -0.31 -0.56
C -0.367571 -6.032184 -22.973748 -0.76 0.03 -0.04
C 0.675734 -5.559084 -23.934671 -0.97 -1.47 -1.67
O 0.473199 -5.659538 -25.160313 0.39 0.62 0.61
N 1.810759 -5.197354 -23.381795 2.57 1.12 -0.39
C 2.994312 -4.657487 -24.098320 0.01 -0.66 0.65
H -0.009584 -6.844611 -22.341372 0.18 0.11 0.14
H -1.195048 -6.382605 -23.590667 -0.06 0.01 0.13
H -0.708379 -5.209098 -22.345661 0.01 -0.06 0.18
H 1.911183 -5.329839 -22.385567 -0.28 0.02 0.55
H 2.921378 -4.726975 -25.183655 -0.58 0.40 0.20
H 3.901427 -5.217000 -23.869838 -0.15 -0.63 0.23
H 3.274305 -3.680481 -23.704424 -0.53 0.43 -0.46
C 1.900534 -8.076241 -13.686276 0.34 -0.08 -1.71
C 2.045126 -7.493707 -15.156420 1.31 -1.75 0.27
O 2.737083 -8.050183 -15.993304 0.05 -0.43 0.98
N 1.465421 -6.353644 -15.475213 -1.99 2.48 1.28
C 0.523502 -5.586933 -14.608230 0.28 -0.77 -1.30
H 2.440780 -7.470361 -12.958862 -0.33 0.19 0.05
H 2.413848 -9.034857 -13.761687 -0.06 0.02 0.06
H 0.859291 -8.266964 -13.426400 0.03 0.27 0.23
H 1.587898 -6.037391 -16.426563 -0.01 -0.29 -0.26
H -0.504543 -5.759056 -14.926956 -0.18 -0.15 -0.05
H 0.688164 -4.522097 -14.772929 0.22 -0.01 0.53
H 0.593144 -5.935950 -13.577976 0.26 0.45 -0.05
C 3.813340 -2.681050 -20.520377 -0.14 0.44 -0.95
C 4.223946 -1.348306 -21.170952 -0.07 -1.20 -0.61
O 4.140110 -1.079543 -22.354899 -0.40 -0.39 -0.68
N 4.722547 -0.456058 -20.331315 0.72 1.71 2.16
C 5.201877 0.890227 -20.662673 -0.03 -1.15 -0.32
H 3.267608 -2.466358 -19.601590 -0.02 -0.34 -0.03
H 4.646037 -3.361763 -20.343335 0.26 0.31 0.23
H 3.196230 -3.218952 -21.240064 -0.31 0.14 0.26
H 4.919449 -0.732920 -19.380166 -0.33 -0.15 -0.15
H 6.182145 0.936173 -20.188244 0.08 0.61 -0.25
H 4.547687 1.692473 -20.321316 -0.07 -0.13 0.23
H 5.258791 0.952288 -21.749417 0.24 0.03 0.10
C 4.848487 -6.519318 -21.477619 0.95 -0.86 -0.56
C 5.156496 -8.007025 -21.403883 -2.82 -0.90 3.20
O 4.544509 -8.686418 -20.569627 1.30 0.80 -1.46
N 6.117934 -8.532364 -22.168364 1.95 0.57 -2.64
C 6.511699 -9.918280 -22.216200 -0.55 0.07 0.69
H 5.045896 -6.113998 -20.485220 -0.31 0.05 -0.03
H 3.802686 -6.410396 -21.764899 0.13 0.22 0.14
H 5.556065 -6.089084 -22.186375 -0.27 0.57 -0.18
H 6.400487 -8.027202 -22.996052 -0.18 0.37 0.29
H 6.571879 -10.161434 -21.155375 -0.07 -0.98 -0.23
H 7.463449 -10.067755 -22.726043 0.22 0.45 0.24
H 5.799311 -10.515777 -22.785064 -0.31 -0.28 0.48
```
Forces are in eV/Å.

Mulliken population analysis, charges in e, atoms 1 to 5:
1. N 0.6406
2. O -0.5292
3. O -0.9794
4. O -0.0617
5. C -1.7058

=====

(2)
The following is a DFT calculation (the ωB97M-V functional and the def2-TZVPD basis) of a cluster of 9 separate species, C27H63O30P3 in total in a non-equilibrium geometry.

Calculated values
ΔE to the lowest compared entry with this formula, charge and spin (eV): 3.6896
Orbital gap (eV): 10.521
2S+1: 1
E_HOMO (eV): -10.2
E (eV): -118316.0565

XYZ file:
```
123
Properties=species:S:1:pos:R:3:forces:R:3
C -3.520982 4.756164 6.490369 -1.30 -0.13 0.32
O -2.574462 4.235422 5.583421 1.06 0.28 -0.59
P -1.839600 5.200143 4.522381 -1.21 -1.42 -0.54
O -0.786528 6.069991 5.031943 -0.22 0.58 0.03
O -1.373736 4.146165 3.439345 -0.65 -0.23 0.51
C -0.621767 4.545600 2.278871 0.16 1.14 1.15
O -3.145364 5.849667 3.806206 1.33 0.93 0.38
C -3.313773 7.283630 3.951078 -0.13 -0.41 0.67
H -3.968670 5.711413 6.209653 0.42 0.13 -0.23
H -3.175876 4.831113 7.520739 0.50 -0.04 -0.18
H -4.370415 4.068666 6.489492 0.11 -0.12 0.06
H -0.558752 3.665452 1.653750 0.09 0.20 -0.17
H 0.319107 4.944763 2.668061 0.35 -0.55 -0.35
H -1.057304 5.417158 1.787311 -0.50 -0.45 -0.32
H -4.065761 7.413106 4.731277 -0.40 0.30 -0.44
H -3.587277 7.685845 2.981461 -0.18 0.10 0.09
H -2.430837 7.779786 4.355183 0.27 -0.21 -0.37
C -0.486723 -4.862845 -1.374398 -0.53 1.26 0.79
O -0.156648 -5.631863 -2.511778 0.69 -1.24 -0.24
P -1.219994 -5.934504 -3.651533 0.00 0.32 -0.10
O -1.916246 -4.721028 -4.104216 -0.14 -0.54 0.02
O -2.195162 -7.066939 -3.074945 0.04 0.43 -0.08
C -1.705311 -8.123213 -2.241578 1.29 -0.30 -0.66
O -0.344217 -6.659807 -4.786243 -1.03 0.44 1.00
C -0.185354 -6.009045 -6.060754 0.91 -0.25 0.12
H -1.477890 -4.438659 -1.537589 0.11 0.32 0.31
H 0.244166 -4.071997 -1.193236 -0.05 0.17 -0.77
H -0.464241 -5.346804 -0.391951 -0.19 -1.02 -0.52
H -2.368806 -8.982706 -2.232954 -0.56 0.44 0.08
H -1.448548 -7.767623 -1.246943 -0.31 0.04 0.09
H -0.788207 -8.511426 -2.694990 0.11 0.03 0.14
H -0.626151 -6.632312 -6.835894 0.01 -0.02 0.06
H 0.901523 -5.971679 -6.156866 -0.12 0.15 -0.53
H -0.597980 -5.004154 -6.106484 -0.16 -0.08 0.28
C 4.035241 -3.730539 -0.496770 0.03 0.49 0.54
O 3.064191 -3.695743 -1.538721 0.01 -0.16 -0.16
P 3.030491 -2.554652 -2.638486 -0.08 -0.68 -0.65
O 2.688476 -1.197132 -2.199701 0.37 -0.41 -0.08
O 2.029277 -3.277004 -3.659310 -0.45 0.30 0.76
C 1.332554 -2.494695 -4.624383 1.42 0.83 -1.85
O 4.462719 -2.671196 -3.363412 -0.82 0.56 -0.04
C 4.686570 -3.601573 -4.433955 -0.17 -1.00 0.64
H 5.068262 -3.678919 -0.839912 -0.09 -0.06 -0.38
H 3.899443 -4.638375 0.084196 -0.15 -0.12 -0.22
H 3.868243 -2.886184 0.171386 0.08 0.00 0.04
H 1.194353 -3.059612 -5.549092 -0.63 -0.77 0.58
H 2.042133 -1.778502 -5.064217 -0.11 0.53 0.57
H 0.438625 -1.955305 -4.330668 0.02 -0.37 0.57
H 4.709495 -3.113990 -5.404821 0.51 0.25 0.15
H 3.915648 -4.371030 -4.506741 -0.25 0.24 0.23
H 5.569733 -4.159000 -4.126096 0.39 0.32 -0.64
C 0.879903 1.347196 -3.238662 -0.51 -1.03 -0.73
O -0.473740 1.735088 -3.507306 -1.13 1.09 -0.26
C -1.539363 0.922676 -3.648477 3.10 -0.80 1.07
O -2.624415 1.297028 -3.932555 -0.43 -1.99 -1.69
O -1.130128 -0.307748 -3.322763 -0.78 -0.82 -0.05
C -2.090998 -1.353367 -3.511282 0.34 -1.22 -1.52
H 0.961791 0.512825 -2.541875 -0.06 0.31 0.21
H 1.377398 2.248065 -2.900880 0.11 -0.12 -0.02
H 1.241481 0.975052 -4.201769 0.57 0.21 0.20
H -2.916844 -1.382732 -2.812762 0.01 0.43 0.05
H -1.597744 -2.328839 -3.527634 0.40 0.26 0.96
H -2.383000 -1.372865 -4.566276 -0.73 0.71 0.19
C 6.849466 -2.361745 6.542952 1.74 1.75 0.62
O 5.849841 -3.085827 5.897128 -0.12 -0.84 -0.40
C 4.769455 -2.427677 5.452822 1.34 0.52 0.39
O 4.626393 -1.245164 5.553139 -0.49 0.53 -0.05
O 3.977707 -3.298722 4.877137 -0.85 -0.75 -0.35
C 2.832491 -2.777243 4.211820 -0.33 0.17 -1.26
H 6.594351 -2.061110 7.558713 -0.24 -0.38 0.08
H 7.204521 -1.427512 6.086059 -1.08 0.06 -0.57
H 7.821598 -2.857929 6.537116 -0.59 -1.06 0.18
H 2.442200 -1.870444 4.662349 0.00 -0.14 0.29
H 2.078435 -3.547309 4.064785 0.04 -0.23 0.92
H 3.055692 -2.558473 3.163316 0.58 0.36 0.13
C 1.649866 -0.952207 0.918545 0.47 1.56 -0.14
O 0.556608 -1.628828 0.333738 0.26 -1.41 -0.24
C -0.584482 -1.029743 0.004266 1.08 1.32 1.12
O -1.414871 -1.530481 -0.676883 -0.72 -0.68 -0.53
O -0.646783 0.188303 0.569642 -0.02 -0.44 -0.15
C -1.552391 1.072778 -0.053910 0.29 1.88 -0.91
H 2.599948 -1.431162 0.697805 -0.41 -0.77 0.06
H 1.525075 -0.793356 1.989068 -0.12 -0.18 0.01
H 1.808545 0.019816 0.446007 -0.40 0.13 0.10
H -1.497711 2.032261 0.463434 -0.25 -0.38 0.54
H -2.582373 0.752940 -0.118326 0.12 -0.35 0.12
H -1.165694 1.382049 -1.034105 -0.05 -0.68 -0.07
C 4.774232 1.314897 -2.166347 2.16 0.47 -0.37
O 3.668318 2.043720 -1.678222 -1.19 -0.83 -0.40
C 3.749758 2.413954 -0.399760 1.86 0.91 0.01
O 4.791188 2.612060 0.184125 -0.33 -0.44 0.13
O 2.560415 2.659439 0.081945 -1.41 -0.18 -0.48
C 2.476868 3.218796 1.378832 0.78 1.00 0.56
H 5.668481 1.906702 -1.948595 0.09 -0.35 0.43
H 4.858322 1.232922 -3.250071 -1.22 0.24 -0.09
H 4.876887 0.300323 -1.787303 -0.37 0.14 0.40
H 2.837894 4.253196 1.408183 0.11 -0.03 -0.46
H 3.151298 2.700155 2.058701 -0.48 -0.34 0.18
H 1.433266 3.295834 1.662707 0.19 -0.74 0.00
C -4.763184 1.970003 4.139806 1.15 -0.23 -0.59
O -5.256683 0.880748 3.356198 -0.88 -0.06 0.68
C -4.493712 0.365093 2.410028 -0.21 0.68 -0.89
O -3.465582 0.820461 1.973332 0.12 -0.10 0.63
O -5.139451 -0.673325 1.903186 0.15 -0.93 0.29
C -4.504563 -1.311926 0.771975 -0.68 -0.10 0.52
H -4.950203 2.935001 3.670424 -0.21 -0.07 -0.11
H -3.682317 1.828579 4.170548 0.02 0.37 0.46
H -5.220072 1.917460 5.121731 -0.05 -0.13 -0.04
H -3.513684 -1.702854 0.989852 0.27 0.71 -0.02
H -4.583748 -0.572000 -0.018884 0.52 -0.45 -0.46
H -5.093385 -2.209363 0.591036 -0.34 0.31 -0.25
C -2.644676 3.244731 -2.575563 -0.75 1.68 1.68
O -3.348786 4.482192 -2.385800 -0.14 1.37 -0.02
C -2.911356 5.311926 -1.425132 -1.30 -2.13 -1.10
O -2.025126 5.044487 -0.673382 1.02 0.46 0.91
O -3.746322 6.335889 -1.395604 -0.41 0.58 -0.38
C -3.866390 7.025270 -0.178603 0.19 0.15 1.19
H -1.598890 3.482703 -2.768600 -0.30 -0.35 -0.38
H -3.205401 2.690561 -3.318817 0.30 1.32 0.49
H -2.715607 2.737045 -1.606490 0.17 -0.25 -0.25
H -4.867577 7.448241 -0.102318 0.11 0.12 -0.43
H -3.103398 7.801195 -0.073809 -0.11 -0.01 -0.08
H -3.776762 6.336292 0.668827 0.20 0.00 -0.13
```
Forces are in eV/Å.

Mulliken population analysis, charges in e, atoms 1 to 5:
1. C -0.5039
2. O -0.3153
3. P 0.8943
4. O -0.8135
5. O -0.0270